{
  "formula": "C47H57AsCsF6N8O3SSi2Te",
  "method": "ωB97M-V/def2-TZVPD",
  "homo_energy_ev": -2.32,
  "total_charge": -1,
  "de_lowest_kcal_mol": 43.95,
  "homo_lumo_gap_ev": 2.3,
  "symbols": ["C", "H", "H", "H", "N", "H", "H", "C", "H", "S", "H", "H", "H", "F", "H", "C", "H", "H", "C", "O", "F", "H", "N", "Si", "H", "C", "C", "H", "H", "H", "H", "C", "C", "H", "H", "C", "C", "H", "H", "C", "C", "C", "H", "H", "C", "C", "F", "C", "H", "H", "O", "N", "C", "C", "C", "H", "C", "C", "N", "C", "C", "C", "H", "H", "H", "C", "C", "C", "H", "H", "C", "H", "N", "H", "H", "C", "N", "C", "N", "H", "As", "H", "H", "C", "C", "C", "C", "H", "C", "H", "H", "C", "F", "H", "C", "H", "Te", "H", "Si", "C", "C", "F", "H", "H", "F", "H", "H", "C", "H", "H", "H", "N", "C", "C", "C", "H", "C", "O", "H", "C", "C", "H", "H", "H", "C", "Cs", "H"],
  "xyz": [[-3.907, 0.426, -3.984], [-1.013, -2.013, 6.696], [-4.490, 4.945, -5.693], [-3.783, 2.218, -5.118], [3.588, 2.178, 2.951], [-6.338, 0.813, -4.639], [-1.666, -5.448, 3.921], [4.022, 0.453, -4.472], [-2.811, 6.314, -3.464], [1.568, -2.253, -0.606], [0.589, 1.503, 4.890], [6.087, 1.170, 4.635], [-6.622, -2.627, -5.718], [-0.990, -1.887, -2.188], [-4.317, -1.582, -6.588], [-4.031, 4.949, -4.714], [-4.386, -2.890, -3.823], [-0.540, 0.978, 6.145], [4.538, -1.645, 1.076], [1.467, 3.540, -1.192], [-3.975, -1.482, -2.591], [1.744, -3.950, 2.054], [4.119, -0.044, -0.796], [0.667, -0.975, 5.148], [-2.135, 1.338, 4.408], [0.461, 0.819, 5.734], [1.776, -4.158, -2.576], [4.651, -1.043, -5.883], [0.345, -3.111, 6.428], [5.492, -2.129, 1.319], [-6.635, -3.354, -4.247], [-2.791, 2.421, -3.203], [-4.729, -2.755, -4.845], [6.151, 0.114, 2.386], [-6.202, -1.250, -3.157], [4.754, -1.362, -2.550], [3.654, 4.042, 6.640], [-0.791, 5.048, -2.951], [5.447, 2.884, 6.937], [1.127, -4.351, 2.862], [-0.851, 3.544, -1.460], [4.227, -0.118, -2.175], [5.168, -2.996, -1.248], [-0.790, 3.730, 5.252], [2.543, -1.266, 5.111], [-6.027, -0.157, -5.021], [2.980, -4.479, -2.076], [-2.449, 1.748, -2.021], [1.678, 4.044, 3.847], [0.991, -5.426, 2.695], [-1.320, 1.754, 0.025], [5.287, 1.674, 4.301], [4.920, -1.727, -3.879], [1.034, -3.119, -1.983], [-0.192, -2.873, -2.626], [3.757, -2.408, 1.147], [0.128, -4.608, -4.255], [4.635, 3.142, 6.268], [5.004, -2.010, -1.357], [4.545, -0.796, -4.833], [-3.562, -0.202, -2.793], [-4.111, -1.530, -5.508], [5.284, 1.011, 1.124], [-2.547, 6.526, -5.257], [1.664, -4.220, 3.806], [2.599, 4.374, 5.777], [4.519, 2.581, 5.001], [-2.853, 0.432, -1.814], [-4.696, 4.746, -3.885], [3.736, 1.149, -5.251], [4.564, -1.185, -0.354], [-2.597, -3.959, 4.205], [-2.283, 3.685, -3.407], [-7.716, -1.231, -4.105], [-3.517, 2.327, 3.820], [1.350, -4.882, -3.670], [4.244, -0.623, 2.048], [5.169, 0.495, 2.085], [-6.233, -2.582, -4.775], [0.533, -1.743, 7.535], [-0.484, -1.164, 3.168], [-1.474, -4.892, 1.067], [-1.171, -4.301, 5.181], [0.417, 4.005, -0.698], [-2.631, 4.420, -4.587], [3.853, 0.808, -3.145], [-3.551, 1.752, -4.170], [-2.807, 1.016, 2.824], [-2.601, 1.805, 3.543], [-0.810, -3.369, 0.425], [5.307, -2.699, -4.160], [-6.629, -1.263, -4.160], [-0.314, -5.313, -5.322], [-2.392, -3.378, 1.232], [-1.387, -3.813, 1.240], [2.961, -1.203, 6.124], [-1.251, 3.185, 2.635], [-4.529, -3.655, -5.423], [-0.537, -3.443, 2.895], [-1.590, -4.384, 4.175], [-1.168, 4.349, 4.438], [-1.840, -3.312, -4.283], [3.432, 1.764, -2.854], [-2.566, -0.078, -0.903], [2.115, -5.863, -4.182], [1.193, 1.088, 6.503], [2.790, -2.247, 4.695], [-1.544, 2.348, -1.029], [3.288, -0.305, 1.919], [-6.413, -0.249, -6.047], [-2.145, 4.080, -5.497], [-4.590, -0.253, -5.035], [2.491, 3.811, 4.520], [-2.887, 5.887, -4.454], [3.463, 2.894, 4.132], [3.040, -0.523, 4.484], [4.670, 1.473, 3.094], [0.248, 4.714, 0.297], [1.847, 5.078, 6.111], [-1.271, 4.149, -2.586], [-0.634, -3.592, -3.715], [3.698, 4.498, 7.622], [-3.035, -1.593, -5.384], [-0.497, 5.193, 4.280], [0.073, -2.064, 6.593], [1.108, 1.255, 0.234], [-2.160, 4.724, 4.682]]
}